Entry 1:
Entry from OMol25: C38H34FN7O3S5Sr as an isolated structure (wB97M-V/def2-TZVPD).

Geometry as XYZ:
```
89
Properties=species:S:1:pos:R:3:forces:R:3
Sr 0.490 -0.692 -0.633 0.1 -0.1 -0.1
C -2.293 -1.742 3.974 0.0 0.0 0.0
C -0.934 -1.647 3.712 0.0 0.0 0.0
C -0.479 -0.791 2.720 -0.1 0.1 0.0
C -1.360 -0.003 1.967 -0.1 -0.1 0.1
C -2.734 -0.140 2.220 0.0 0.0 -0.1
C -3.185 -0.993 3.212 0.0 0.0 0.0
N -0.823 0.746 0.926 0.0 0.1 0.0
C -1.215 1.979 0.619 0.0 -0.1 0.1
C -2.008 2.813 1.475 -0.1 0.0 0.0
C -2.337 4.088 1.125 0.0 0.0 0.0
C -1.922 4.656 -0.103 0.0 0.0 0.0
C -1.151 3.909 -0.943 0.0 0.0 0.0
C -0.777 2.588 -0.609 0.0 0.0 -0.1
N 0.014 1.818 -1.429 -0.1 0.0 0.1
N 0.400 2.313 -2.522 0.1 0.1 0.0
C 1.235 1.466 -3.279 0.0 0.0 0.0
C 1.710 1.999 -4.477 0.0 0.0 0.0
C 2.557 1.242 -5.258 0.0 0.0 0.0
C 2.914 -0.031 -4.829 0.0 0.0 0.0
C 2.390 -0.482 -3.633 0.0 0.0 0.0
N 1.565 0.236 -2.870 0.0 0.0 -0.1
H -2.661 -2.381 4.768 0.0 0.0 0.0
H -0.220 -2.226 4.290 0.0 0.1 0.0
H 0.582 -0.686 2.528 -0.1 0.0 0.0
H -3.441 0.406 1.610 0.0 0.0 0.0
H -4.250 -1.081 3.387 0.0 0.0 0.0
H -2.325 2.416 2.430 0.0 0.0 0.0
H -2.927 4.685 1.812 0.0 0.0 0.0
H -2.206 5.668 -0.361 0.0 0.0 0.0
H -0.800 4.308 -1.884 0.0 0.0 0.0
H 1.403 2.997 -4.754 0.0 0.0 0.0
H 2.940 1.636 -6.191 0.0 0.0 0.0
H 3.578 -0.660 -5.403 0.0 0.0 0.0
H 2.641 -1.471 -3.263 0.0 0.0 0.0
F 3.414 -6.690 2.149 0.1 0.0 0.1
C 2.174 -6.160 2.291 -0.1 0.0 0.0
C 1.720 -5.264 1.369 0.0 0.0 0.0
C 0.395 -4.826 1.416 0.0 0.1 0.1
C -0.047 -3.759 0.504 0.2 0.2 0.0
O 0.825 -3.084 -0.072 -0.2 -0.5 0.1
C -1.472 -3.571 0.430 0.1 0.0 0.1
C -2.241 -4.156 1.381 -0.1 -0.1 -0.1
N -1.797 -4.999 2.352 0.1 0.0 0.2
C -2.696 -5.450 3.381 0.0 0.1 0.0
C -3.014 -6.915 3.466 0.0 0.0 0.0
C -4.048 -5.941 2.978 0.0 0.0 0.0
C -0.458 -5.338 2.398 0.0 0.0 -0.1
C 0.067 -6.148 3.414 0.1 0.0 0.1
C 1.390 -6.556 3.385 -0.1 0.2 -0.3
N 1.926 -7.318 4.432 0.1 -0.2 0.1
C 3.328 -7.309 4.790 -0.1 0.0 0.0
C 3.437 -7.302 6.335 0.1 0.0 -0.1
N 2.091 -6.936 6.873 0.1 0.9 -0.2
C 1.087 -8.002 6.608 -0.2 -0.1 -0.1
C 1.170 -8.344 5.100 0.0 0.0 0.0
C -2.206 -2.695 -0.598 0.1 0.0 0.0
O -3.431 -2.791 -0.614 0.0 0.0 0.0
O -1.459 -1.977 -1.323 0.0 0.2 0.1
H 2.369 -4.901 0.584 0.0 0.0 0.0
H -3.303 -3.954 1.369 0.0 0.0 0.0
H -2.621 -4.892 4.307 0.0 0.0 0.0
H -3.134 -7.352 4.448 0.0 0.0 0.0
H -2.554 -7.556 2.726 0.0 0.0 0.0
H -4.877 -5.692 3.625 0.0 0.0 0.0
H -4.280 -5.951 1.923 0.0 0.0 0.0
H -0.565 -6.437 4.243 0.0 0.0 0.0
H 3.793 -6.407 4.409 0.0 0.0 -0.1
H 3.861 -8.178 4.389 0.1 0.1 0.0
H 4.131 -6.536 6.669 0.1 -0.1 0.1
H 3.712 -8.268 6.756 0.0 0.0 0.0
H 1.834 -6.061 6.365 -0.1 -0.5 0.3
H 2.140 -6.705 7.864 0.0 0.0 0.0
H 0.111 -7.618 6.897 0.0 0.0 0.0
H 1.336 -8.852 7.241 0.0 0.0 0.0
H 0.170 -8.402 4.680 0.0 0.0 0.0
H 1.641 -9.325 4.965 0.0 0.0 0.0
C 1.987 2.869 1.742 0.0 0.0 0.0
S 3.474 2.418 2.668 0.0 0.0 0.0
C 3.108 0.758 3.093 0.0 -0.1 -0.3
C 3.080 -0.317 2.249 0.0 0.4 0.2
S 3.320 -0.309 0.553 0.0 -0.2 -0.2
S 2.741 -1.826 3.094 0.2 -0.2 -0.1
C 2.574 -1.212 4.679 -0.1 -0.5 0.7
S 2.254 -2.121 6.073 0.0 -0.2 -0.4
S 2.762 0.460 4.761 0.0 0.2 0.1
H 2.106 3.914 1.460 0.0 0.0 0.0
H 1.097 2.758 2.358 0.0 0.0 0.0
H 1.906 2.256 0.848 0.0 0.0 0.0
```
Positions in Å, forces in eV/Å.

The calculation puts the frontier orbital gap at 4.77 eV. The value obtained for the energy above the lowest of the compared OMol25 structures with the same formula, charge and spin is 62.7 kJ/mol. The lowest unoccupied orbital energy comes out at -1.324 eV. Its net charge is 0. As for the spin multiplicity: 1. Its total energy is -114261.4941 eV.

Atomic partial charges in e from the Mulliken method, atoms 1 to 4: 1.787 -0.666 -0.099 1.100



Entry 2:
Entry from OMol25: a single C9H7NO molecule (wB97M-V/def2-TZVPD).

Geometry as XYZ:
```
18
Properties=species:S:1:pos:R:3:forces:R:3
C -2.533 0.897 -0.100 -4.9 1.2 -0.4
C -3.091 -0.373 0.036 4.1 0.8 -0.2
C -2.187 -1.460 0.088 -5.6 1.2 -0.1
C -0.396 -0.139 -0.048 0.8 0.5 0.8
C -1.219 1.011 -0.063 6.5 3.4 -1.0
C 1.128 -0.078 0.002 -1.7 1.2 -0.5
C 1.998 0.984 0.083 -2.0 1.1 1.0
C 3.276 0.399 0.010 1.0 -1.6 1.0
C 3.121 -0.989 -0.065 -2.5 5.8 -0.1
H -3.328 1.764 -0.296 2.3 -1.6 0.7
H -4.095 -0.351 0.063 -3.4 -1.0 0.1
H -2.673 -2.397 0.096 0.0 -1.4 0.2
H -0.557 2.108 -0.187 -2.4 -3.3 0.4
H 1.576 2.014 0.385 1.4 -1.7 -0.9
H 4.247 0.813 0.244 -0.1 0.4 -0.4
H 3.887 -1.637 -0.148 1.6 -2.9 -0.3
N -0.941 -1.350 0.026 4.3 0.0 -0.2
O 1.788 -1.217 -0.127 0.5 -2.2 -0.1
```
Positions in Å, forces in eV/Å.

The calculation puts the frontier orbital gap at 8.75 eV. The value obtained for the energy above the lowest of the compared OMol25 structures with the same formula, charge and spin is 264.4 kJ/mol. The lowest unoccupied orbital energy comes out at 0.529 eV. Its net charge is 0. As for the SMILES: c1ccc(-c2ccco2)nc1. As for the spin multiplicity: 1. Its total energy is -12981.4287 eV.

Atomic partial charges in e from the Mulliken method, atoms 1 to 4: -0.178 -0.485 -0.216 0.869



Entry 3:
Entry from OMol25: a 2-piece molecular cluster, C6H9ClN2O2 overall (wB97M-V/def2-TZVPD).

Geometry as XYZ:
```
20
Properties=species:S:1:pos:R:3:forces:R:3
C 0.194 -0.291 0.653 0.8 -1.3 -0.5
C -3.247 0.537 1.535 0.9 -0.1 -0.6
C -0.466 -0.748 -0.455 0.6 0.2 -0.4
C -1.898 0.160 0.968 1.1 -1.3 -1.3
C 0.950 -2.583 -1.226 3.1 -1.3 0.5
C 0.136 -1.416 -1.632 -2.6 -1.4 -0.4
N -0.671 0.200 1.536 -2.7 1.1 0.7
N -1.777 -0.488 -0.280 -0.9 1.0 -0.2
O -3.072 1.041 2.782 1.7 0.1 -1.3
O -4.259 0.396 0.877 0.9 0.3 1.4
Cl -1.608 3.557 2.232 0.0 0.5 1.4
H 1.247 -0.521 0.825 -0.4 0.6 0.3
H -1.459 3.485 1.004 0.2 -0.1 -1.4
H 1.880 -2.326 -0.610 -1.1 0.0 -1.0
H 1.306 -3.304 -2.023 -0.5 1.2 0.6
H 0.390 -3.154 -0.539 -0.8 -1.0 0.8
H -0.693 -1.817 -2.277 0.5 0.5 0.4
H 0.667 -0.760 -2.224 1.2 1.6 -1.3
H -2.446 -0.544 -1.088 0.6 0.1 1.7
H -2.046 1.263 2.747 -2.5 -0.6 0.8
```
Positions in Å, forces in eV/Å.

The calculation puts the frontier orbital gap at 9.59 eV. The value obtained for the energy above the lowest of the compared OMol25 structures with the same formula, charge and spin is 0.0 kJ/mol. The lowest unoccupied orbital energy comes out at 0.526 eV. Its net charge is 0. As for the SMILES: CCc1cnc(C(=O)O)[nH]1.Cl. As for the spin multiplicity: 1. Its total energy is -25965.5552 eV.

Atomic partial charges in e from the Mulliken method, atoms 1 to 4: -0.483 0.507 0.415 0.269



Entry 4:
Entry from OMol25: a 2-piece molecular cluster, C6H6N2O2 overall (wB97M-V/def2-TZVPD).

Geometry as XYZ:
```
16
Properties=species:S:1:pos:R:3:forces:R:3
C -1.587 -0.260 0.056 2.7 -0.7 -2.5
C -1.107 0.820 -0.897 -2.2 -1.2 1.6
C 0.157 1.062 -1.170 -0.3 -2.1 -0.8
C 0.832 -1.111 -0.191 -0.1 3.1 -2.4
C 0.982 1.126 1.644 0.6 0.9 0.0
C 0.842 1.973 0.807 0.1 0.7 2.1
H -0.546 -2.018 0.829 -0.4 0.0 -0.4
H -1.767 1.511 -1.304 -1.6 1.1 0.0
H 0.416 1.999 -1.610 0.5 0.0 -0.8
H 2.156 0.379 -0.937 -3.7 -1.2 0.0
H 1.313 0.379 2.314 -0.1 -0.3 0.3
H 0.643 2.759 0.128 0.1 0.3 0.4
N -0.461 -1.325 0.083 -3.1 0.9 1.9
N 1.058 0.094 -0.941 5.2 -0.2 -0.3
O -2.634 -0.432 0.601 0.7 0.1 0.0
O 1.746 -1.825 0.035 1.6 -1.5 1.0
```
Positions in Å, forces in eV/Å.

The calculation puts the frontier orbital gap at 9.43 eV. The value obtained for the energy above the lowest of the compared OMol25 structures with the same formula, charge and spin is 334.7 kJ/mol. The lowest unoccupied orbital energy comes out at 0.277 eV. Its net charge is 0. As for the SMILES: O=c1cc[nH]c(=O)[nH]1.C#C. As for the spin multiplicity: 1. Its total energy is -13391.1578 eV.

Atomic partial charges in e from the Mulliken method, atoms 1 to 4: 0.395 -0.500 -0.576 0.188



Entry 5:
Entry from OMol25: C36H37CsN6O3Se as an isolated structure (wB97M-V/def2-TZVPD).

Geometry as XYZ:
```
84
Properties=species:S:1:pos:R:3:forces:R:3
Cs -0.435 0.382 -1.846 0.7 -0.5 0.2
C 1.052 -4.455 -3.107 0.1 0.0 0.0
C -0.178 -3.622 -3.327 -0.1 0.1 0.0
C -0.253 -2.759 -4.416 0.0 0.0 0.0
C -1.389 -1.997 -4.665 0.0 0.0 0.0
C -1.438 -1.040 -5.823 0.0 0.0 -0.1
C -2.473 -2.110 -3.801 0.1 0.0 0.0
C -2.417 -2.943 -2.689 0.0 0.0 0.0
C -3.580 -2.999 -1.739 -0.1 0.0 0.1
C -1.263 -3.690 -2.463 0.0 0.0 0.0
H 1.955 -3.850 -3.198 0.0 0.0 0.0
H 1.107 -5.262 -3.843 0.0 0.0 0.0
H 1.060 -4.889 -2.108 0.0 0.0 0.0
H 0.605 -2.659 -5.074 0.0 0.0 0.0
H -0.436 -0.816 -6.190 0.0 0.0 0.0
H -1.898 -0.101 -5.516 0.0 0.0 0.0
H -2.016 -1.456 -6.654 0.0 0.0 0.0
H -3.337 -1.475 -3.944 0.0 0.0 0.0
H -4.382 -3.625 -2.143 0.0 0.0 0.0
H -3.997 -2.003 -1.582 0.0 0.0 0.0
H -3.282 -3.420 -0.778 0.0 0.0 0.0
H -1.199 -4.315 -1.578 0.0 0.0 0.0
N -1.366 4.466 9.107 0.0 0.0 0.0
C -1.234 4.006 8.061 0.0 0.0 0.0
C -1.071 3.429 6.755 0.0 0.0 0.1
C -1.722 2.238 6.441 0.0 0.0 -0.1
C -1.557 1.684 5.184 0.0 0.0 0.1
C -0.755 2.310 4.231 0.0 -0.1 -0.1
C -0.122 3.507 4.555 0.0 0.0 0.0
C -0.267 4.067 5.812 0.0 -0.1 -0.1
C -0.591 1.717 2.871 -0.1 0.1 0.1
C -1.034 2.525 1.816 0.1 -0.2 -0.1
C -1.886 3.670 1.911 0.0 0.1 0.0
C -2.142 4.071 0.618 0.0 0.0 0.2
C -1.417 3.163 -0.200 0.0 0.1 -0.1
N -0.761 2.255 0.491 -0.1 0.0 0.0
C -0.051 0.433 2.826 0.0 -0.1 -0.1
C 0.543 -0.258 3.937 0.0 0.0 0.1
C 0.915 -1.490 3.472 0.0 0.0 0.0
C 0.524 -1.514 2.097 -0.1 -0.1 0.0
N -0.031 -0.391 1.704 -0.1 0.2 0.0
H -2.352 1.756 7.178 0.0 0.0 0.0
H -2.049 0.757 4.924 0.0 0.0 0.0
H 0.490 3.992 3.805 0.0 0.0 0.0
H 0.237 4.990 6.064 0.0 0.0 0.0
H -2.282 4.099 2.819 0.0 0.0 0.0
H -2.766 4.890 0.297 0.0 0.0 0.0
H -1.358 3.175 -1.283 0.0 0.1 -0.1
H 0.689 0.133 4.932 0.0 0.0 0.0
H 1.401 -2.281 4.025 0.0 0.0 0.0
H 0.629 -2.338 1.405 0.0 0.0 0.0
Se 6.080 1.300 -2.304 -0.6 0.0 -0.1
C 4.263 1.309 -2.658 0.8 0.0 0.0
N 3.126 1.278 -2.882 -0.3 0.0 0.0
O 1.663 -2.692 -0.681 0.0 0.0 0.0
C 2.785 -2.408 -0.282 -0.1 0.0 0.0
C 3.493 -1.154 -0.691 0.1 0.1 0.0
C 3.622 -0.137 0.452 -0.1 0.0 0.0
C 4.771 -0.417 1.411 0.0 0.1 0.0
C 4.664 -1.732 2.172 0.1 0.0 0.1
C 4.676 -2.964 1.274 0.0 -0.1 0.0
N 3.429 -3.242 0.585 -0.1 0.0 0.0
H 2.910 -0.707 -1.489 0.0 0.0 -0.1
H 4.483 -1.370 -1.104 0.0 0.0 0.0
H 2.673 -0.078 0.992 0.0 0.0 0.0
H 3.787 0.837 -0.009 0.0 0.0 0.0
H 4.843 0.406 2.127 0.0 0.0 0.0
H 5.704 -0.401 0.836 0.0 0.0 0.0
H 3.758 -1.746 2.785 0.0 0.0 0.0
H 5.515 -1.817 2.859 0.0 0.0 0.0
H 4.890 -3.855 1.871 0.0 0.0 0.0
H 5.488 -2.879 0.543 0.0 0.0 0.0
H 2.835 -3.979 0.934 0.1 0.0 0.0
O -4.735 0.315 -2.250 0.0 0.0 0.0
C -4.050 1.184 -2.780 0.0 -0.1 0.0
C -4.474 2.659 -2.816 -0.1 0.0 0.1
C -3.396 3.310 -3.659 0.0 0.1 -0.1
C -2.412 2.160 -3.908 0.1 0.0 0.1
O -1.342 2.311 -4.489 0.0 0.1 0.0
N -2.848 0.987 -3.384 -0.4 0.3 -0.1
H -4.511 3.024 -1.788 0.0 0.0 0.0
H -5.484 2.733 -3.224 0.0 0.0 0.0
H -2.871 4.137 -3.181 0.0 0.0 0.0
H -3.758 3.671 -4.625 0.0 0.0 0.0
```
Positions in Å, forces in eV/Å.

The calculation puts the frontier orbital gap at 6.20 eV. The value obtained for the energy above the lowest of the compared OMol25 structures with the same formula, charge and spin is 99.1 kJ/mol. The lowest unoccupied orbital energy comes out at 3.660 eV. Its net charge is -2. As for the spin multiplicity: 1. Its total energy is -118914.7920 eV.

Atomic partial charges in e from the Mulliken method, atoms 1 to 4: 1.041 -1.743 1.155 -0.722



Entry 6:
Entry from OMol25: a 10-piece molecular cluster, C4H28NO11S overall (wB97M-V/def2-TZVPD).

Geometry as XYZ:
```
45
Properties=species:S:1:pos:R:3:forces:R:3
O -0.675 2.145 -0.290 -0.3 -0.2 -1.7
C -0.504 0.959 -0.246 0.0 -0.2 2.7
O -1.318 0.005 -0.710 0.2 0.6 -1.9
C 0.521 0.415 0.796 -1.3 1.7 1.5
C -0.062 -0.793 1.497 1.1 -3.6 -1.3
C 0.698 -1.339 2.704 0.7 1.6 1.7
S -0.050 -0.928 4.331 0.7 0.3 0.4
N 1.876 0.310 0.218 0.3 -3.0 -1.0
H -1.658 0.274 -1.669 0.4 -0.7 1.2
H 0.614 1.224 1.588 -0.2 -0.6 -1.2
H 0.105 -1.671 0.832 -0.2 0.6 -0.4
H -1.157 -0.853 1.557 0.3 0.8 0.4
H 0.985 -2.376 2.815 -0.7 -0.5 -1.0
H 1.697 -0.872 2.771 -0.3 0.2 -0.1
H -1.302 -0.790 3.956 -0.6 0.0 -0.4
H 1.896 0.332 -0.823 -0.1 1.0 0.4
H 2.233 -0.671 0.185 -0.2 0.3 1.0
H 2.521 0.968 0.659 0.0 0.0 -0.8
H -2.749 -0.401 -3.363 0.1 0.0 0.0
H -3.062 0.831 -2.489 -0.1 0.1 -0.6
O -2.346 0.392 -2.980 -0.6 0.3 0.2
H 1.858 3.055 -0.710 -0.2 0.3 0.2
H 1.978 3.412 0.784 -0.5 0.5 0.1
O 2.267 2.790 0.118 0.7 0.0 -0.3
H -1.310 -2.271 -1.075 0.2 0.0 -0.3
H -1.233 -3.471 -0.254 0.4 -0.5 -0.3
O -0.865 -3.136 -1.089 -1.2 0.5 0.6
H -0.976 3.718 1.125 -0.2 -0.3 -0.5
H -0.378 4.444 2.275 0.1 0.5 0.7
O -0.132 3.921 1.522 0.4 0.0 0.1
H 3.654 1.096 -1.664 0.4 1.5 -0.5
H 5.011 0.775 -0.696 0.2 1.3 -0.3
O 4.214 0.540 -1.153 -0.1 -2.9 0.8
H 3.083 -0.230 -3.322 -0.1 0.3 -0.3
H 2.004 0.900 -3.630 0.2 -0.1 -0.5
O 2.336 0.276 -2.984 -0.4 0.2 0.8
H 2.273 -2.408 -1.806 -0.4 -0.3 -0.2
H 0.681 -2.573 -1.525 0.9 -0.1 0.3
O 1.527 -2.137 -1.264 0.1 0.5 0.2
H -4.736 0.090 -0.655 -0.4 0.1 -0.1
H -3.421 0.016 0.078 0.3 0.0 0.2
O -4.362 0.164 0.225 0.0 0.1 -0.3
H -4.306 -1.651 0.909 0.1 0.1 -0.1
H -3.827 -2.272 2.186 -0.1 -0.2 0.7
O -3.603 -2.210 1.265 0.3 -0.1 -0.5
```
Positions in Å, forces in eV/Å.

The calculation puts the frontier orbital gap at 8.65 eV. The value obtained for the energy above the lowest of the compared OMol25 structures with the same formula, charge and spin is 113.5 kJ/mol. The lowest unoccupied orbital energy comes out at -2.857 eV. Its net charge is +1. As for the spin multiplicity: 1. Its total energy is -39444.0384 eV.

Atomic partial charges in e from the Mulliken method, atoms 1 to 4: -0.588 -0.269 -0.167 0.441



Entry 7:
Entry from OMol25: a single C5H7N molecule (wB97M-V/def2-TZVPD).

Geometry as XYZ:
```
13
Properties=species:S:1:pos:R:3:forces:R:3
C -1.065 1.676 0.044 0.3 -0.3 0.0
C -0.086 0.495 0.124 -0.2 -0.3 0.0
C -0.494 -0.762 -0.439 0.2 0.0 0.0
C 0.473 -1.739 -0.434 0.3 0.5 0.0
C 1.808 -1.576 -0.050 -1.1 0.4 0.2
N 1.079 0.511 0.697 -0.3 -0.4 -0.1
H -1.873 1.508 0.769 0.2 0.0 -0.1
H -0.601 2.643 0.273 0.0 -0.3 0.0
H -1.534 1.733 -0.946 0.2 0.0 0.2
H -1.477 -0.896 -0.875 0.2 -0.1 0.1
H 0.266 -2.738 -0.828 0.0 0.1 0.0
H 2.144 -2.323 0.709 0.0 1.0 0.0
H 1.359 1.467 0.956 0.3 -0.7 -0.1
```
Positions in Å, forces in eV/Å.

The calculation puts the frontier orbital gap (spin up / spin down) at 8.04 / 8.04 eV. The value obtained for the energy above the lowest of the compared OMol25 structures with the same formula, charge and spin is 384.0 kJ/mol. The lowest unoccupied orbital energy (spin up / spin down) comes out at 0.082 / 0.080 eV. Its net charge is 0. As for the spin multiplicity: 1. Its total energy is -6784.5327 eV.

Atomic partial charges in e from the Mulliken method, atoms 1 to 4: -1.143 0.952 -0.801 -0.002